Entry one
2 unconnected molecules or ions with the total composition C2H9N2O, computed with ωB97M-V with the def2-TZVPD basis set.

The geometry in XYZ format:
```
14
C2H9N2O ωB97M-V with the def2-TZVPD basis set
C 0.9421 0.7169 0.0103
C 0.5251 0.0630 -1.1668
N 1.2816 -0.8628 -1.7314
N -0.0699 1.1596 0.9815
H 1.9071 0.6411 0.4996
H -0.3332 0.4735 -1.6852
H 1.6385 -1.6868 -1.2280
H 0.9501 -1.2314 -2.6331
H 0.0817 0.7634 1.9213
H 0.0061 2.1879 1.0837
H -1.0887 0.9701 0.7374
H -2.6979 -1.3525 1.1940
H -1.1690 -1.1091 0.8201
O -1.9737 -0.7330 1.1965
```

net charge = +2
<S²> = 0.77
spin multiplicity = 2
HOMO level (alpha / beta) = -20.331 / -20.330 eV

Atomic partial charges in e from the Löwdin method, atoms 1 to 6: C 0.1126; C -0.0117; N 0.2815; N 0.2128; H 0.1700; H 0.1756


Entry two
2 unconnected molecules or ions with the total composition C2H9N2O, computed with ωB97M-V with the def2-TZVPD basis set.

The geometry in XYZ format:
```
14
C2H9N2O ωB97M-V with the def2-TZVPD basis set
C -0.3644 -1.1771 -2.1992
N -0.6596 0.5565 1.0404
C -1.1212 -0.0928 0.0096
N -0.6200 -0.0917 -1.2451
H 0.2658 -0.7060 -2.9545
H -1.3576 -1.5239 -2.5900
H 0.1424 -2.0700 -1.8188
H 0.3311 0.8232 1.2846
H -1.1059 0.2567 1.9161
H -1.7919 -0.9042 0.2545
H -0.4003 0.8374 -1.6333
H 2.9371 0.6101 1.4740
H 2.0535 0.6263 2.8555
O 2.1102 0.7818 1.9133
```

net charge = +2
<S²> = 0.78
spin multiplicity = 2
HOMO level (alpha / beta) = -19.843 / -19.805 eV

Atomic partial charges in e from the Löwdin method, atoms 1 to 6: C 0.0931; N 0.3466; C 0.0100; N 0.1993; H 0.1338; H 0.1806


Most stable to least stable: entry one, entry two


Entry one
A single C3H4N2S2 molecule, computed with ωB97M-V with the def2-TZVPD basis set.

The geometry in XYZ format:
```
11
C3H4N2S2 ωB97M-V with the def2-TZVPD basis set
C -0.2075 -0.7379 0.4776
C -0.2020 -0.7876 -0.8717
C 0.0779 1.3925 -0.2838
H 0.8421 -2.2083 1.9736
H -0.2979 -1.6203 -1.5469
H 0.0287 0.8245 -2.2788
H -0.0093 0.9751 1.7556
N -0.0288 0.5095 -1.3299
N -0.0381 0.6135 0.8254
S -0.4613 -2.0067 1.6472
S 0.2960 3.0458 -0.3684
```

HOMO level = -7.820 eV
structure (SMILES) = S=c1[nH]cc(S)[nH]1

Atomic partial charges in e from the Löwdin method, atoms 1 to 6: C -0.6841; C -0.0961; C -0.9040; H -0.1193; H 0.1204; H 0.1418


Entry two
A single C3H4N2S2 molecule, computed with ωB97M-V with the def2-TZVPD basis set.

The geometry in XYZ format:
```
11
C3H4N2S2 ωB97M-V with the def2-TZVPD basis set
C 0.8292 -0.2873 -0.0520
C 0.4182 0.9632 -0.1716
C -1.4464 -0.2570 0.0614
H 2.9181 -0.9449 0.9911
H 0.8319 1.9401 0.1081
H -1.4190 1.8590 -0.3490
H -0.3524 -1.8960 -0.2889
N -0.9937 1.0190 -0.0268
N -0.3121 -0.9651 0.1613
S 2.5986 -0.6723 -0.2422
S -3.0723 -0.7586 -0.1914
```

HOMO level = -7.981 eV
structure (SMILES) = S=c1[nH]cc(S)[nH]1

Atomic partial charges in e from the Löwdin method, atoms 1 to 6: C -0.6341; C -0.1307; C -0.8640; H -0.1717; H 0.1310; H 0.1382


Entry three
A single C3H4N2S2 molecule, computed with ωB97M-V with the def2-TZVPD basis set.

The geometry in XYZ format:
```
11
C3H4N2S2 ωB97M-V with the def2-TZVPD basis set
C -1.1880 0.0028 -0.0073
C 0.0354 -0.9457 0.0505
C 1.2143 0.0190 -0.0287
H 0.0927 -1.3264 1.1007
H -0.1138 -1.7631 -0.7031
H 1.2684 2.1388 0.1305
H -1.2333 2.0997 -0.0636
N 0.6839 1.2751 0.0697
N -0.6908 1.2481 -0.0593
S -2.7946 -0.4109 -0.0093
S 2.7736 -0.4183 -0.0297
```

HOMO level = -8.537 eV
structure (SMILES) = S=C1CC(=S)NN1

Atomic partial charges in e from the Löwdin method, atoms 1 to 6: C -0.8391; C -0.1521; C -0.8753; H 0.1396; H 0.1393; H 0.1810


Most stable to least stable: entry one, entry two, entry three